[1]
A molecular structure, C34H44N4OTl in a non-equilibrium geometry. Source: OMol25; level of theory: the ωB97M-V functional and the def2-TZVPD basis.

Results
Total energy   -1788.579653 a.u.
Multiplicity   1
Charge   -1

Each line ends with the Mulliken charge.
Geometry (Å):
Tl  0.40  0.96  -0.01  0.84
N  -3.28  1.67  2.87  -0.65
N  0.24  3.99  -2.15  -0.61
C  0.58  -2.34  -0.81  0.71
C  -0.78  -2.12  -1.08  0.48
C  -1.51  -2.23  0.18  0.30
C  -2.87  -2.24  0.35  -1.39
H  -3.53  -2.21  -0.51  0.32
H  -3.28  0.15  0.81  0.16
H  -3.29  -2.32  1.36  0.37
C  -0.50  -2.29  1.23  0.73
C  -0.77  -2.15  2.67  -1.09
H  -0.68  -3.11  3.20  0.37
H  -1.79  -1.77  2.82  0.32
H  -0.07  -1.44  3.15  -0.22
C  0.75  -2.46  0.62  0.54
C  2.02  -2.68  1.35  -1.29
H  2.23  -1.82  2.00  0.07
H  2.86  -2.81  0.66  0.40
H  1.97  -3.57  1.99  0.31
C  -1.39  -1.77  -2.37  -1.21
H  -1.50  -2.65  -3.02  0.31
H  -0.80  -1.03  -2.93  -0.07
H  -2.40  -1.36  -2.21  0.40
C  1.66  -2.40  -1.84  -0.99
H  2.64  -2.46  -1.36  0.27
H  1.64  -1.50  -2.47  -0.05
H  1.55  -3.27  -2.51  0.32
C  -3.35  2.59  3.82  -0.24
H  -3.99  2.38  4.67  0.35
C  -2.64  3.81  3.78  -0.54
H  -2.72  4.49  4.63  0.38
C  -1.87  4.11  2.65  -0.46
H  -1.27  5.02  2.61  0.41
C  -1.91  3.24  1.57  -0.61
H  -1.43  3.44  0.61  0.64
C  -2.65  2.00  1.70  0.59
C  -2.70  1.06  0.67  -1.54
H  -2.37  1.33  -0.33  0.78
C  1.23  3.16  -2.32  -0.67
C  -0.50  3.97  -3.34  -0.93
H  -1.38  4.59  -3.47  0.41
C  0.09  3.10  -4.22  -0.01
H  -0.12  2.87  -5.24  0.28
N  1.19  2.54  -3.53  0.34
C  2.13  1.58  -3.96  0.07
C  1.92  0.65  -4.99  1.30
C  2.99  -0.18  -5.35  -1.15
H  2.88  -0.85  -6.21  0.23
C  4.20  -0.19  -4.65  1.10
C  5.32  -1.08  -5.07  -1.56
H  5.81  -1.55  -4.21  0.35
H  6.09  -0.51  -5.62  0.31
H  4.95  -1.87  -5.74  0.36
C  4.34  0.68  -3.56  -1.34
H  5.27  0.70  -2.99  0.29
C  3.31  1.55  -3.19  2.07
C  3.42  2.43  -2.04  -1.65
H  2.18  2.94  -1.69  0.34
H  4.03  3.32  -2.24  0.21
H  3.82  1.92  -1.16  0.19
C  0.61  0.48  -5.71  -1.99
H  0.44  1.27  -6.45  0.40
H  -0.25  0.43  -5.02  0.39
H  0.63  -0.47  -6.26  0.38
O  1.08  1.04  2.46  -0.46
C  1.14  1.42  3.66  -0.41
C  -0.05  1.37  4.59  0.27
C  0.14  0.40  5.76  -0.70
C  0.96  0.99  6.91  -0.82
C  2.41  1.28  6.56  -0.59
C  2.58  2.37  5.50  -0.77
N  2.31  1.89  4.14  -0.12
H  -0.24  2.39  4.95  0.57
H  -0.91  1.07  3.99  -0.22
H  -0.85  0.13  6.14  0.38
H  0.61  -0.53  5.40  0.30
H  0.48  1.92  7.25  0.33
H  0.93  0.29  7.75  0.37
H  2.94  1.61  7.46  0.34
H  2.91  0.36  6.22  0.30
H  1.94  3.22  5.74  0.28
H  3.62  2.71  5.51  0.42
H  3.03  2.03  3.43  0.36

=====

[2]
A single C10H13NO4S molecule in a non-equilibrium geometry. Source: OMol25; level of theory: the ωB97M-V functional and the def2-TZVPD basis.

Results
Total energy   -1142.453094 a.u.
Multiplicity   1
Relative energy (zero: lowest compared OMol25 entry of this formula, charge and spin)   8.941 eV
Structure (SMILES)   O=C1NC(=O)C2(COC3(CCCC3)OC2)S1

Each line ends with the Mulliken charge.
Geometry (Å):
O  5.26  1.44  0.14  -0.40
C  4.36  0.78  0.03  0.53
N  4.31  -0.50  0.00  -0.07
C  2.99  -1.26  -0.04  0.00
O  2.83  -2.60  -0.19  -0.56
C  1.74  -0.33  0.05  1.01
C  0.76  -0.54  -1.06  -0.93
O  -0.43  -0.85  -0.95  -0.36
C  -1.14  -0.01  -0.02  1.64
O  -0.20  0.29  1.14  -0.37
C  0.86  -0.24  1.27  -1.25
H  0.58  -1.42  1.22  0.34
H  1.46  -0.30  2.04  0.67
C  -2.31  -0.72  0.62  -1.81
H  -2.35  -0.76  1.54  0.69
C  -3.61  -0.11  0.12  -0.44
H  -3.71  -0.62  -0.96  0.23
C  -3.11  1.32  0.00  -0.69
H  -2.97  1.92  0.85  0.33
C  -1.67  1.30  -0.46  -0.78
H  -1.68  1.12  -1.76  0.28
H  -1.14  2.21  -0.16  0.27
H  -3.70  2.10  -0.68  0.33
H  -4.49  -0.16  0.78  0.31
H  -2.27  -1.68  0.04  0.31
H  1.32  -1.16  -1.91  0.36
H  0.79  0.35  -1.76  0.39
S  2.59  1.59  -0.02  -0.19
H  4.93  -1.16  0.14  0.17

=====

[3]
A molecular structure, C19H31N2PPdS in a non-equilibrium geometry. Source: OMol25; level of theory: the ωB97M-V functional and the def2-TZVPD basis.

Results
Total energy   -1718.459649 a.u.
Multiplicity   1
Charge   +2

Each line ends with the Mulliken charge.
Geometry (Å):
C  2.89  3.37  -2.20  -0.91
C  2.08  2.99  -3.54  -0.55
C  2.08  1.40  -3.84  -0.64
C  0.75  0.78  -3.18  -0.48
C  0.95  -0.77  -2.69  -0.81
C  0.78  -0.73  -1.08  0.47
C  -0.59  -0.23  -0.42  0.71
P  -2.09  0.32  -1.39  0.30
C  -2.70  -1.18  -2.43  -0.22
C  -4.03  -0.85  -3.27  -1.15
C  -3.56  0.75  -0.28  -0.53
C  -3.51  2.23  0.36  -1.05
C  -0.68  -0.16  1.16  -0.75
C  0.51  -0.57  2.09  0.26
C  0.31  -0.41  3.66  -0.75
C  0.40  -1.78  4.50  -0.73
C  1.89  -1.97  5.14  -0.36
C  2.16  -3.55  5.33  -1.05
C  1.82  -1.07  1.37  0.50
N  3.02  -1.50  2.01  -0.31
S  4.12  -1.98  0.78  0.31
N  3.29  -1.68  -0.68  -0.47
C  2.01  -1.18  -0.21  0.09
H  2.95  2.50  -1.44  0.17
H  2.33  4.23  -1.70  0.28
H  3.95  3.76  -2.45  0.31
H  1.00  3.35  -3.39  0.27
H  2.50  3.56  -4.45  0.39
H  3.05  0.89  -3.49  0.37
H  2.05  1.24  -4.99  0.33
H  0.49  1.47  -2.28  0.33
H  -0.16  0.84  -3.88  0.27
H  2.05  -1.02  -2.86  0.48
H  0.22  -1.49  -3.19  0.29
H  -2.93  -2.06  -1.72  0.40
H  -1.90  -1.54  -3.15  0.17
H  -4.18  -1.73  -4.00  0.38
H  -3.92  0.08  -3.92  0.33
H  -4.98  -0.76  -2.63  0.32
H  -3.59  -0.02  0.58  0.51
H  -4.55  0.64  -0.85  0.24
H  -3.24  2.18  1.48  0.43
H  -2.86  2.96  -0.23  0.45
H  -4.59  2.67  0.34  0.29
H  -1.65  0.20  1.63  0.00
H  1.00  0.39  4.11  0.39
H  -0.76  0.00  3.81  0.32
H  0.02  -2.71  3.96  0.41
H  -0.29  -1.65  5.42  0.35
H  2.70  -1.44  4.53  0.28
H  1.86  -1.44  6.16  0.37
H  3.28  -3.74  5.29  0.30
H  1.80  -3.85  6.39  0.30
H  1.54  -4.15  4.59  0.28
Pd  -5.09  4.42  1.12  0.14

=====

[4]
A molecular structure, C3H4MgO3 in a non-equilibrium geometry. Source: OMol25; level of theory: the ωB97M-V functional and the def2-TZVPD basis.

Results
Total energy   -542.370003 a.u.
Multiplicity   1
Relative energy (zero: lowest compared OMol25 entry of this formula, charge and spin)   4.293 eV

Each line ends with the Mulliken charge.
Geometry (Å):
O  2.29  -1.20  0.13  -0.77
C  3.09  -0.16  0.25  1.09
O  2.43  0.98  0.29  -0.84
Mg  0.72  0.00  0.14  0.86
O  4.32  -0.25  0.33  -0.66
C  -1.44  0.62  0.15  -0.68
C  -2.32  -0.33  -0.32  -0.20
H  -1.81  0.74  -1.06  0.23
H  -1.80  1.16  1.03  0.43
H  -3.28  -0.16  -0.81  0.27
H  -2.22  -1.40  -0.12  0.25

=====

[5]
A single C19H21N3O3 molecule. Source: OMol25; level of theory: the ωB97M-V functional and the def2-TZVPD basis.

Results
Total energy   -1126.601475 a.u.
Multiplicity   1
Relative energy (zero: lowest compared OMol25 entry of this formula, charge and spin)   2.442 eV
Structure (SMILES)   [H]/N=c1\n(CC)c2ccccc2n1CC(=O)c1ccc(OC)c(OC)c1

Each line ends with the Mulliken charge.
Geometry (Å):
C  1.56  -1.12  -2.78  -0.71
H  0.56  -1.55  -2.71  0.08
H  1.47  -0.05  -2.66  0.25
H  1.97  -1.34  -3.76  0.49
C  2.46  -1.71  -1.69  -1.13
N  1.96  -1.44  -0.37  0.20
C  2.09  -0.23  0.29  0.90
C  2.78  0.92  -0.03  -0.74
C  2.71  1.98  0.87  -0.72
C  1.98  1.88  2.04  -0.80
C  1.28  0.73  2.37  -0.70
C  1.34  -0.32  1.48  0.55
N  0.77  -1.58  1.50  0.05
C  1.09  -2.25  0.34  0.42
N  0.63  -3.41  0.10  -0.82
H  0.94  -3.82  -0.77  0.24
C  -0.33  -1.96  2.35  -0.99
C  -1.46  -0.94  2.21  -0.05
O  -2.07  -0.51  3.16  -0.59
C  -1.64  -0.47  0.82  0.01
C  -1.80  -1.35  -0.24  -0.24
C  -1.89  -0.85  -1.52  -0.78
C  -1.74  0.51  -1.80  0.42
C  -1.54  1.40  -0.73  1.10
C  -1.53  0.89  0.56  -0.14
H  -1.40  1.55  1.41  0.48
O  -1.33  2.72  -1.01  -0.47
C  -1.00  3.59  0.05  -0.75
H  -0.10  3.25  0.58  0.18
H  -0.82  4.56  -0.41  0.26
H  -1.83  3.68  0.77  0.35
O  -1.79  0.81  -3.13  -0.46
C  -1.84  2.14  -3.58  -0.80
H  -2.00  2.07  -4.66  0.32
H  -2.66  2.69  -3.13  0.29
H  -0.90  2.67  -3.39  0.25
H  -2.05  -1.51  -2.36  0.42
H  -1.89  -2.41  -0.07  0.30
H  -0.66  -2.95  2.02  0.50
H  -0.01  -2.01  3.40  0.35
H  0.70  0.66  3.27  0.48
H  1.95  2.73  2.72  0.40
H  3.24  2.89  0.65  0.41
H  3.36  1.00  -0.94  0.38
H  3.47  -1.30  -1.77  0.42
H  2.53  -2.80  -1.81  0.42